No. 1
{"formula": "C17H19FeN2O3S", "method": "ωB97M-V with the def2-TZVPD basis set", "spin_multiplicity": 5, "e_tot_ha": -2655.868564, "gap_ha": [0.218, 0.247], "total_charge": 1, "mol_weight_g_mol": 387.3, "s_squared": 6.09, "elements": ["C", "C", "N", "C", "N", "C", "C", "C", "C", "S", "H", "H", "H", "H", "H", "H", "H", "H", "H", "H", "H", "H", "O", "C", "Fe", "C", "O", "C", "O", "C", "C", "C", "C", "C", "C", "C", "H", "H", "H", "H", "H", "H", "H"], "xyz": [[1.97, 1.89, -0.42], [1.83, 0.42, -0.67], [0.44, 0.00, -0.76], [-0.49, 0.90, -1.21], [-0.14, 2.17, -1.50], [1.25, 2.60, -1.51], [-0.97, 3.13, -2.24], [-2.43, 3.06, -1.90], [-2.97, 1.69, -2.24], [-2.12, 0.37, -1.35], [1.57, 2.15, 0.57], [3.03, 2.17, -0.42], [2.30, 0.13, -1.63], [2.40, -0.10, 0.12], [1.26, 3.67, -1.34], [1.71, 2.40, -2.49], [-0.58, 4.12, -1.99], [-0.84, 2.95, -3.32], [-2.63, 3.30, -0.86], [-2.95, 3.81, -2.51], [-4.03, 1.59, -1.95], [-2.86, 1.49, -3.31], [0.27, -2.07, 5.37], [0.20, -2.24, 4.22], [-0.06, -1.83, 2.52], [-1.42, -0.74, 2.90], [-2.16, 0.15, 3.02], [0.92, -0.35, 2.67], [1.39, 0.69, 2.94], [0.15, -1.45, -0.64], [1.45, -2.15, -0.45], [1.97, -2.65, 0.69], [1.31, -3.18, 1.87], [0.00, -3.76, 1.77], [-0.97, -3.05, 1.08], [-0.75, -1.73, 0.58], [-0.29, -1.89, -1.56], [2.09, -2.17, -1.34], [3.07, -2.74, 0.75], [1.99, -3.54, 2.66], [-0.25, -4.66, 2.34], [-2.00, -3.43, 1.08], [-1.66, -1.13, 0.44]]}

=====

No. 2
{"formula": "C17H19N", "method": "ωB97M-V with the def2-TZVPD basis set", "smiles": "Cc1c[nH]c2ccccc12.CCc1ccccc1", "e_tot_ha": -713.936000, "gap_ha": 0.311, "mol_weight_g_mol": 237.3, "relative_energy_ev": 0.7149, "elements": ["C", "C", "C", "N", "C", "C", "C", "C", "C", "C", "H", "H", "H", "H", "H", "H", "H", "H", "H", "C", "C", "C", "C", "C", "C", "C", "C", "H", "H", "H", "H", "H", "H", "H", "H", "H", "H"], "xyz": [[1.53, -4.69, 3.00], [1.04, -3.65, 2.06], [0.86, -3.86, 0.73], [0.22, -2.75, 0.18], [0.01, -1.82, 1.16], [-0.49, -0.52, 1.03], [-0.62, 0.18, 2.21], [-0.28, -0.38, 3.45], [0.26, -1.65, 3.55], [0.47, -2.38, 2.37], [1.88, -5.60, 2.50], [0.73, -5.05, 3.65], [2.37, -4.36, 3.62], [1.36, -4.52, 0.04], [0.00, -2.64, -0.79], [-0.66, -0.10, 0.05], [-0.90, 1.22, 2.11], [-0.14, 0.31, 4.28], [0.48, -2.02, 4.54], [0.73, 1.66, -4.42], [-0.66, 1.80, -3.80], [-0.67, 2.45, -2.41], [-1.79, 3.16, -2.02], [-1.95, 3.58, -0.70], [-0.96, 3.26, 0.23], [0.17, 2.60, -0.20], [0.35, 2.15, -1.50], [0.69, 1.67, -5.50], [1.32, 0.86, -4.00], [1.30, 2.58, -4.24], [-1.26, 2.41, -4.44], [-1.15, 0.84, -3.64], [-2.51, 3.49, -2.76], [-2.88, 4.01, -0.36], [-1.04, 3.65, 1.23], [0.91, 2.41, 0.57], [1.29, 1.69, -1.75]]}

=====

Repeat the first record exactly.
{"formula": "C17H19FeN2O3S", "method": "ωB97M-V with the def2-TZVPD basis set", "spin_multiplicity": 5, "e_tot_ha": -2655.868564, "gap_ha": [0.218, 0.247], "total_charge": 1, "mol_weight_g_mol": 387.3, "s_squared": 6.09, "elements": ["C", "C", "N", "C", "N", "C", "C", "C", "C", "S", "H", "H", "H", "H", "H", "H", "H", "H", "H", "H", "H", "H", "O", "C", "Fe", "C", "O", "C", "O", "C", "C", "C", "C", "C", "C", "C", "H", "H", "H", "H", "H", "H", "H"], "xyz": [[1.97, 1.89, -0.42], [1.83, 0.42, -0.67], [0.44, 0.00, -0.76], [-0.49, 0.90, -1.21], [-0.14, 2.17, -1.50], [1.25, 2.60, -1.51], [-0.97, 3.13, -2.24], [-2.43, 3.06, -1.90], [-2.97, 1.69, -2.24], [-2.12, 0.37, -1.35], [1.57, 2.15, 0.57], [3.03, 2.17, -0.42], [2.30, 0.13, -1.63], [2.40, -0.10, 0.12], [1.26, 3.67, -1.34], [1.71, 2.40, -2.49], [-0.58, 4.12, -1.99], [-0.84, 2.95, -3.32], [-2.63, 3.30, -0.86], [-2.95, 3.81, -2.51], [-4.03, 1.59, -1.95], [-2.86, 1.49, -3.31], [0.27, -2.07, 5.37], [0.20, -2.24, 4.22], [-0.06, -1.83, 2.52], [-1.42, -0.74, 2.90], [-2.16, 0.15, 3.02], [0.92, -0.35, 2.67], [1.39, 0.69, 2.94], [0.15, -1.45, -0.64], [1.45, -2.15, -0.45], [1.97, -2.65, 0.69], [1.31, -3.18, 1.87], [0.00, -3.76, 1.77], [-0.97, -3.05, 1.08], [-0.75, -1.73, 0.58], [-0.29, -1.89, -1.56], [2.09, -2.17, -1.34], [3.07, -2.74, 0.75], [1.99, -3.54, 2.66], [-0.25, -4.66, 2.34], [-2.00, -3.43, 1.08], [-1.66, -1.13, 0.44]]}

=====

Please write out number 1 again, unchanged.
{"formula": "C17H19FeN2O3S", "method": "ωB97M-V with the def2-TZVPD basis set", "spin_multiplicity": 5, "e_tot_ha": -2655.868564, "gap_ha": [0.218, 0.247], "total_charge": 1, "mol_weight_g_mol": 387.3, "s_squared": 6.09, "elements": ["C", "C", "N", "C", "N", "C", "C", "C", "C", "S", "H", "H", "H", "H", "H", "H", "H", "H", "H", "H", "H", "H", "O", "C", "Fe", "C", "O", "C", "O", "C", "C", "C", "C", "C", "C", "C", "H", "H", "H", "H", "H", "H", "H"], "xyz": [[1.97, 1.89, -0.42], [1.83, 0.42, -0.67], [0.44, 0.00, -0.76], [-0.49, 0.90, -1.21], [-0.14, 2.17, -1.50], [1.25, 2.60, -1.51], [-0.97, 3.13, -2.24], [-2.43, 3.06, -1.90], [-2.97, 1.69, -2.24], [-2.12, 0.37, -1.35], [1.57, 2.15, 0.57], [3.03, 2.17, -0.42], [2.30, 0.13, -1.63], [2.40, -0.10, 0.12], [1.26, 3.67, -1.34], [1.71, 2.40, -2.49], [-0.58, 4.12, -1.99], [-0.84, 2.95, -3.32], [-2.63, 3.30, -0.86], [-2.95, 3.81, -2.51], [-4.03, 1.59, -1.95], [-2.86, 1.49, -3.31], [0.27, -2.07, 5.37], [0.20, -2.24, 4.22], [-0.06, -1.83, 2.52], [-1.42, -0.74, 2.90], [-2.16, 0.15, 3.02], [0.92, -0.35, 2.67], [1.39, 0.69, 2.94], [0.15, -1.45, -0.64], [1.45, -2.15, -0.45], [1.97, -2.65, 0.69], [1.31, -3.18, 1.87], [0.00, -3.76, 1.77], [-0.97, -3.05, 1.08], [-0.75, -1.73, 0.58], [-0.29, -1.89, -1.56], [2.09, -2.17, -1.34], [3.07, -2.74, 0.75], [1.99, -3.54, 2.66], [-0.25, -4.66, 2.34], [-2.00, -3.43, 1.08], [-1.66, -1.13, 0.44]]}